Here is a structure of composition C37H30BrN2O4PSTi from the Open Molecules 2025 dataset. Energies are from ωB97M-V with the def2-TZVPD basis set.

Element x y z (Å)
H 0.88498 -0.75136 -3.01487
C 2.94008 1.87881 -3.66799
C 2.51342 -0.71901 -0.50986
C -3.56111 -4.13083 2.48697
C -3.40089 1.13835 -2.33889
H -4.34980 0.65650 -2.15706
S -1.93309 -1.62789 -0.90594
H 5.15986 0.58596 -1.57202
H 2.99625 -1.74592 -2.34395
C -1.76265 1.35684 3.15308
C -2.68399 1.02230 5.35886
O -2.45377 -2.06664 -2.16079
H -4.16211 2.42515 5.98844
H 2.23918 -2.21566 2.52988
Br -0.72565 -0.86761 4.72248
C 2.82486 -1.84305 -1.27959
H -1.56448 -4.11670 3.26294
C -3.23351 2.10801 -3.31066
C 5.97747 3.29256 0.29214
C 5.03464 1.46717 -0.95352
C -2.52710 -2.60736 0.41464
N -1.09320 1.36493 -1.78008
H -4.06226 3.74460 3.88846
C 1.43289 -0.00153 -3.57656
H 7.13444 1.83440 -0.78009
H 1.84466 1.05815 -6.76392
C -4.38304 -3.70273 1.44236
C 2.27015 0.90720 -2.92518
H 4.58399 4.59804 1.27012
C 1.28725 0.05251 -4.95329
C 6.14142 2.16662 -0.50824
C -2.21348 -3.78558 2.46191
C -1.68591 -3.02357 1.43246
C -3.49191 2.13422 5.19031
O -0.45794 -0.17151 1.81804
H 2.13474 0.00221 1.49134
H 0.05757 2.73222 -2.81307
H 3.14676 -3.95485 -1.27878
C -3.43681 2.87213 4.01716
H -5.43122 -3.97393 1.43986
C 2.39816 -2.12128 1.46373
C -3.87582 -2.94435 0.40601
H -1.84835 3.47034 -4.25368
N -2.26319 -0.11624 -0.51263
H 2.74906 -4.20940 1.14068
H -3.35719 -5.51630 4.11992
H 3.31059 2.68572 -5.61554
C -2.28898 0.79388 -1.58719
C 2.78376 1.93145 -5.04621
C -1.99109 2.70910 -3.50092
C -2.57212 2.48573 3.01239
C 2.90707 -3.08544 -0.68094
H -2.71209 0.45831 6.28021
H -4.90937 -5.60711 3.27912
H 0.64369 -0.66069 -5.45140
H -0.63955 -2.75385 1.42551
H -4.51495 -2.62597 -0.40755
H -2.50848 3.04668 2.09044
C 1.96056 1.01905 -5.68892
H 3.58697 2.59296 -3.17392
C 2.31606 -0.86800 0.86630
C -0.91555 1.00274 1.99571
C 2.68534 -3.22899 0.68726
H 2.59883 3.35774 0.47449
O -0.41836 -1.65906 -0.79072
C 3.59347 3.02644 0.20056
C -4.12866 -4.92988 3.62343
H -4.57330 -4.26669 4.36843
C 3.75588 1.89898 -0.59862
Ti -0.11728 0.27726 -0.15948
C -0.93495 2.31295 -2.71058
C 4.70939 3.72291 0.64698
C -1.82304 0.62776 4.34583
P 2.29641 0.98134 -1.12023
H 6.84808 3.83284 0.63997
H -4.07367 2.40554 -3.92445
O -0.66806 1.86035 1.08900

## Properties
- Relative energy (zero: lowest compared OMol25 entry of this formula, charge and spin): 0.0 kcal/mol
- E_tot: -163306.1959 eV
- <S²>: 0.754
- Spin multiplicity: 2
- Charge: +1
- HOMO energy (alpha / beta): -11.18 / -11.37 eV